# C12H12

A 2-piece molecular cluster, C12H12 overall at a distorted geometry (ωB97M-V with the def2-TZVPD basis set, OMol25).

Last column: natural (NBO) charge in e.
Element x y z (Å)
C -0.940 2.602 -3.070  -0.18
C 1.221 2.872 -2.571  -0.18
C -0.577 -1.370 1.886  -0.22
C 0.592 -2.985 2.994  -0.18
C 0.074 3.417 -2.627  -0.25
C 0.665 0.824 -3.533  -0.19
C -0.129 -2.903 4.149  -0.26
C -1.126 -1.997 4.186  -0.19
C -1.476 -1.330 2.937  -0.22
C 1.692 1.553 -2.961  -0.23
C 0.421 -2.229 1.790  -0.23
C -0.672 1.422 -3.671  -0.23
H -1.864 3.214 -3.010  0.21
H 2.638 0.901 -2.752  0.24
H -1.782 -2.037 5.071  0.22
H -0.663 -0.693 0.987  0.21
H 1.887 3.380 -1.890  0.20
H 0.932 -0.057 -4.057  0.21
H -2.341 -0.549 2.913  0.22
H -1.475 0.936 -4.048  0.21
H 1.328 -2.325 1.154  0.23
H 1.578 -3.551 2.917  0.20
H -0.291 4.120 -1.931  0.21
H 0.310 -3.214 5.139  0.22

## Properties
- Highest occupied orbital energy: -9.091 eV
- Kohn-Sham gap: 9.891 eV
- Structure (SMILES): c1ccccc1.c1ccccc1